Here is one molecule with the formula C6H11FO in a non-equilibrium geometry from OMol25. Energies are from ωB97M-V with the def2-TZVPD basis set.

The calculation puts the gap between HOMO and LUMO at 10.4 eV.

Each line ends with the Mulliken charge.
CARTESIAN COORDINATES (ANGSTROEM)
F: 0.93576 -1.62697 0.80032  -0.28
O: 0.26769 -1.34373 -1.87938  -0.56
C: -1.02383 0.61347 -1.27021  -0.33
C: 0.76934 -0.44041 1.37624  -0.38
C: -0.09938 0.53812 1.12885  0.63
C: 0.02904 1.91435 1.74305  -1.30
C: 0.30462 0.08309 -1.83885  -0.61
C: -1.27173 0.28259 0.14823  -0.86
H: 1.58646 -0.31250 2.11908  0.34
H: 1.05223 2.11050 2.06724  0.41
H: -0.68928 1.95643 2.56563  0.29
H: 0.40436 0.35525 -2.90406  0.34
H: -1.80413 0.08409 -1.91406  0.24
H: -1.52461 -0.79296 0.29873  0.35
H: 0.55014 -1.62882 -1.01726  0.40
H: -0.21029 2.70133 1.01042  0.30
H: -1.28220 1.67938 -1.35443  0.36
H: 1.25229 0.43539 -1.29163  0.26
H: -2.14670 0.85717 0.52861  0.39

=====

Here is one molecule with the formula C2H6P2 in a non-equilibrium geometry from OMol25. Energies are from ωB97M-V with the def2-TZVPD basis set.

The calculation puts the gap between HOMO and LUMO at 8.5 eV.

Each line ends with the Mulliken charge.
CARTESIAN COORDINATES (ANGSTROEM)
P: 2.14252 0.52177 0.05537  -0.09
P: -0.84453 1.35848 0.26140  -0.10
C: 0.48948 0.17402 0.19304  0.42
C: 0.08991 -1.21390 0.37257  -1.32
H: 1.90218 1.75020 -0.62155  -0.03
H: -0.89851 -1.25912 0.77583  0.39
H: 0.83663 -1.79772 0.99206  0.33
H: -0.09903 -1.79852 -0.52350  0.31
H: -0.60510 1.86508 -1.05618  0.06
H: -1.70608 0.30667 -0.27204  0.03

=====

Here is C23H39Cl2MnN6O3 as an isolated structure in a non-equilibrium geometry from OMol25. Energies are from ωB97M-V with the def2-TZVPD basis set.

As for the charge: -1. As for the spin multiplicity: 6. The calculation puts the gap between HOMO and LUMO (spin up / spin down) at 1.8 / 1.8 eV.

Each line ends with the Mulliken spin population.
CARTESIAN COORDINATES (ANGSTROEM)
Mn: 1.04584 0.44948 -0.07798  4.82
Cl: -1.53111 -0.62357 -5.68616  0.00
Cl: 0.45644 2.75091 0.05559  0.06
O: 0.87989 -1.68392 -0.10193  0.01
O: 0.65765 0.56253 -2.03245  0.01
O: -0.35674 -0.08205 1.50526  0.00
N: 5.26810 0.47382 1.40344  0.01
N: -1.99774 0.21826 3.04426  0.03
N: 2.79242 0.42537 1.31557  -0.10
N: 1.05155 -3.87770 -0.68196  0.04
N: 3.95688 1.74314 3.05355  0.02
N: 3.99309 -0.71218 3.14341  0.02
C: 5.17966 1.70716 2.22167  0.00
C: -1.28380 0.61207 1.98931  0.02
C: 1.40825 1.61561 -5.42820  0.01
C: 1.30812 -2.58012 -0.87121  -0.06
C: 5.23307 -0.68582 2.33103  0.00
C: 2.91751 3.50275 -5.51430  0.04
C: 3.95652 0.54151 3.93220  0.00
C: -2.94685 -0.55246 -1.87915  -0.01
C: 0.09091 -4.32942 0.32547  0.00
C: -2.25785 -0.93486 -3.14940  0.00
C: 1.91703 2.85096 -3.39885  0.05
C: -3.00999 1.08569 3.62313  -0.02
C: 2.82230 -0.74781 2.24220  0.03
C: 1.33297 1.72596 -4.02493  -0.01
C: 1.68851 -4.88586 -1.51981  0.00
C: 4.07125 0.41244 0.52794  0.02
C: 0.72055 0.62860 -3.28115  0.02
C: -1.91838 -0.04054 -4.10798  0.00
C: 2.73428 3.70373 -4.13617  -0.02
C: -1.75981 -1.06366 3.70089  -0.01
C: 2.78045 1.66602 2.16036  0.04
C: -2.20660 1.43691 -4.02562  0.00
C: 2.21156 2.47972 -6.16596  -0.02
H: -3.97507 0.56703 3.68988  0.00
H: 0.81746 0.83613 -5.90475  0.01
H: 5.29456 -1.61546 1.75037  0.00
H: -0.78442 -4.78163 -0.16204  0.00
H: -1.87836 1.95802 -4.93102  0.00
H: -2.73087 1.39803 4.63928  0.01
H: 3.59524 4.14253 -6.08049  0.00
H: 4.08669 1.28583 -0.14117  0.00
H: 2.16551 -5.65208 -0.89565  0.00
H: 1.91003 -0.74299 2.85550  0.00
H: -1.38928 -0.89950 4.72217  0.00
H: 5.16919 2.57932 1.55548  0.00
H: 3.05203 0.55159 4.55814  0.00
H: 1.87193 1.66820 2.78051  -0.01
H: -1.53424 1.60103 1.57386  0.00
H: 3.24442 4.52996 -3.63869  0.00
H: -3.84008 0.06200 -2.07725  0.00
H: 2.29824 2.34493 -7.24582  0.00
H: 2.87780 -1.67343 1.65258  -0.02
H: -1.02881 -1.63597 3.12637  -0.01
H: 2.77399 2.54264 1.50346  0.00
H: -3.11285 1.97367 2.98989  0.00
H: 4.12186 -0.52107 -0.05374  0.01
H: -2.32217 -0.00007 -1.15938  0.01
H: -1.71684 1.91054 -3.16758  0.00
H: -3.27826 -1.46607 -1.37358  0.00
H: 6.09164 -0.61190 3.01398  0.00
H: 2.44754 -4.39228 -2.13763  0.00
H: -3.29205 1.56850 -3.89646  0.00
H: -2.70429 -1.61783 3.77385  0.00
H: 0.55486 -5.09282 0.96368  0.00
H: 1.94175 -2.34905 -1.74945  0.01
H: 6.05264 1.74988 2.88491  0.00
H: -2.06721 -1.98682 -3.32918  0.00
H: 0.41777 -0.24824 -3.88589  0.02
H: 4.85192 0.57865 4.57036  0.00
H: 0.95281 -5.37881 -2.17048  0.00
H: 1.70490 3.02959 -2.34421  0.00
H: -0.23181 -3.48038 0.93166  -0.02

=====

Here is a 6-piece molecular cluster, C18H23BrCl10F7N3O2S overall in a non-equilibrium geometry from OMol25. Energies are from ωB97M-V with the def2-TZVPD basis set.

The calculation puts the gap between HOMO and LUMO at 10.9 eV.

Each line ends with the Mulliken charge.
CARTESIAN COORDINATES (ANGSTROEM)
Br: -0.49121 -3.76063 -1.86036  -0.04
Cl: -2.04085 1.79604 -6.01420  -0.20
Cl: -0.13232 2.00151 -3.79738  -0.13
Cl: 3.90337 2.68817 -2.15360  -0.08
Cl: 5.92820 3.37422 7.15581  -0.15
Cl: 3.30218 4.46709 0.47105  -0.08
Cl: 4.12292 0.64050 -4.24752  -0.13
Cl: 4.17954 1.36463 5.91849  -0.13
Cl: -9.48405 1.30261 -1.06019  -0.17
Cl: -7.15482 2.18899 0.49893  -0.16
Cl: 3.45245 3.41702 3.19948  -0.11
S: -2.22096 -0.39450 -1.36666  1.81
F: -4.57176 -3.67276 0.82645  -0.23
F: -3.83177 -0.41690 1.34661  -0.24
F: -4.82500 -2.35257 2.51135  -0.24
F: -3.53915 -2.65788 -1.35433  -0.25
F: -6.32521 -2.41627 0.94454  -0.25
F: -2.20601 -2.43912 0.39706  -0.28
F: -5.15195 -0.68786 -0.39055  -0.26
O: -2.30034 -0.73904 -2.74580  -0.71
O: -2.78228 0.80672 -0.82864  -0.70
N: 1.75675 1.49798 0.21335  -0.21
N: -0.60122 -0.18973 1.79782  -0.65
N: 0.52507 -1.08157 -4.04260  -0.59
C: 0.53222 -1.10779 -2.91763  -1.02
C: -0.53051 -0.24896 0.66487  -0.87
C: -1.60660 1.21864 -4.40203  0.08
C: 3.22010 4.85541 2.19248  -0.41
C: -4.27087 -1.29309 0.43374  0.82
C: 1.26972 -4.47762 0.71744  -1.50
C: -3.07314 -1.80902 -0.42186  0.08
C: 1.07066 -2.98469 0.42268  0.35
C: 2.05535 -0.33034 -1.25791  -1.02
C: 4.38571 2.33568 -3.81857  -0.45
C: -8.12813 0.81414 -0.03540  0.03
C: 0.70131 -1.14717 -1.43603  2.14
C: 3.39924 -0.15061 1.00921  -1.83
C: -5.01910 -2.47267 1.20137  0.60
C: -0.46567 -0.28979 -0.81646  0.08
C: 0.88568 -2.65116 -1.04708  -0.57
C: 4.42841 2.44987 7.29134  -0.28
C: 2.36221 0.39372 0.04867  0.66
H: 0.30675 -4.98879 0.82766  0.35
H: 1.82767 -4.98088 -0.08263  0.33
H: 1.79807 -2.95624 -1.57967  0.87
H: 3.60030 3.14723 7.32445  0.25
H: -0.27976 0.74801 -1.15112  0.82
H: 3.78736 2.94946 -4.48101  0.30
H: 2.01603 0.47692 -2.00380  0.11
H: 0.23825 -2.61101 1.01705  0.05
H: 1.96483 -2.44854 0.74973  -0.11
H: 2.23886 5.26232 2.40470  0.30
H: -2.41458 1.45385 -3.72055  0.18
H: 2.03985 1.93728 1.09458  0.08
H: -7.49306 0.14907 -0.60643  0.03
H: -8.52750 0.31927 0.84156  0.27
H: 5.44101 2.55457 -3.92517  0.37
H: 4.00179 5.56773 2.42613  0.32
H: 2.87161 -0.99682 -1.56213  0.71
H: -1.42223 0.15289 -4.45009  0.08
H: 1.81655 -4.59688 1.65868  0.44
H: 2.90679 -0.55849 1.89981  0.35
H: 4.06239 0.66738 1.31441  0.48
H: 4.47551 1.85087 8.19229  0.30
H: 4.01529 -0.94039 0.56362  0.41